[1]
ORCA calculation (the ωB97M-V functional and the def2-TZVPD basis) on a molecular structure, C45H53GeN4O2PSi3V.

HOMO energy (spin up / spin down): -7.351 / -7.351 eV
Gap between HOMO and LUMO (spin up / spin down): 6.44 / 7.09 eV
Expectation value of S²: 0.91
E_LUMO (spin up / spin down): -0.906 / -0.260 eV
E: -172710.8096 eV

The geometry in ORCA input format:
```
! RIJCOSX wB97M-V def2-TZVPD def2/J DEFGRID3
* xyz 0 2
V 0.0254 -0.2182 -0.4777
O -2.9009 -3.1222 -0.6041
C -2.1494 -2.2351 -0.2349
N -0.8153 -2.0892 -0.4542
C -0.0795 -3.1901 -0.9174
C -0.4906 -4.5230 -0.9070
C 0.3880 -5.5107 -1.3161
C 1.6644 -5.1767 -1.7423
C 2.0829 -3.8560 -1.7560
C 1.2076 -2.8500 -1.3375
N 1.4256 -1.4507 -1.3264
C 2.5906 -0.9837 -1.8570
O 3.6057 -1.6062 -2.1248
C 2.5278 0.4572 -2.2325
C 3.5599 0.9985 -2.9809
C 3.4413 2.2965 -3.4320
C 2.2829 2.9884 -3.1159
C 1.3178 2.3749 -2.3401
N 1.4283 1.1198 -1.8796
C -2.6686 -1.1468 0.6442
C -3.9255 -1.2282 1.2196
C -4.3107 -0.2376 2.1021
C -3.4166 0.7896 2.3699
C -2.1922 0.8021 1.7285
N -1.8156 -0.1487 0.8666
H -1.4842 -4.7812 -0.5850
H 0.0694 -6.5452 -1.3009
H 2.3518 -5.9483 -2.0648
H 3.0795 -3.6172 -2.0780
H 4.4135 0.3707 -3.1905
H 4.2217 2.7555 -4.0245
H 2.1126 3.9989 -3.4599
H 0.4190 2.9192 -2.1021
H -4.5516 -2.0687 0.9558
H -5.2804 -0.2679 2.5813
H -3.6520 1.5788 3.0707
H -1.4856 1.5957 1.9068
C 0.0119 1.3936 -6.2827
C 0.3343 0.2689 -5.5388
C -0.2909 0.0438 -4.3194
C -1.2384 0.9434 -3.8376
C -1.5683 2.0633 -4.5989
C -0.9432 2.2890 -5.8145
P -1.9345 0.6214 -2.1859
C -3.7242 0.4849 -2.4370
C -4.2539 -0.0691 -3.5992
C -5.6232 -0.2481 -3.7227
C -6.4711 0.1181 -2.6872
C -5.9474 0.6648 -1.5238
C -4.5793 0.8465 -1.3962
C -1.6385 2.1137 -1.2091
C -2.2108 3.3805 -1.3293
C -1.6903 4.4255 -0.5851
C -0.5962 4.1952 0.2492
C -0.0475 2.9266 0.3688
C -0.5829 1.8449 -0.3352
H 0.5018 1.5738 -7.2310
H 1.0746 -0.4326 -5.9014
H -0.0272 -0.8259 -3.7263
H -2.3109 2.7645 -4.2372
H -1.1994 3.1634 -6.3991
H -3.5944 -0.3601 -4.4081
H -6.0283 -0.6780 -4.6295
H -7.5394 -0.0243 -2.7856
H -6.6059 0.9508 -0.7133
H -4.1726 1.2745 -0.4867
H -3.0515 3.5431 -1.9950
H -2.1178 5.4172 -0.6601
H -0.1713 5.0185 0.8125
H 0.8172 2.7870 1.0059
C 4.4847 -0.3407 3.3442
Si 3.5438 -0.5938 1.7280
C 4.3298 0.6508 0.5347
C 3.8656 -2.3629 1.1754
Ge 1.1734 -0.2077 1.9222
Si 0.3600 -2.0466 3.2510
C -0.1329 -3.5957 2.3136
C -1.1354 -1.5432 4.2832
C 1.7236 -2.6228 4.4184
Si 1.1616 1.6361 3.4874
C -0.4694 2.5093 3.8834
C 2.3939 2.9711 2.9390
C 1.7095 1.0221 5.1840
H 5.5369 -0.5631 3.1382
H 4.1564 -0.9987 4.1487
H 4.4300 0.6916 3.6937
H 4.8838 0.1420 -0.2572
H 5.0282 1.2897 1.0808
H 3.5949 1.3049 0.0633
H 4.8126 -2.7164 1.5929
H 3.9319 -2.4295 0.0893
H 3.0813 -3.0504 1.4982
H -1.0704 -3.4910 1.7667
H -0.2649 -4.3997 3.0448
H 0.6308 -3.9149 1.6023
H -2.0292 -1.4748 3.6588
H -1.0032 -0.5848 4.7892
H -1.3251 -2.3030 5.0470
H 2.5677 -3.0203 3.8503
H 1.3270 -3.4378 5.0316
H 2.0965 -1.8490 5.0866
H -0.8915 3.0765 3.0528
H -0.2625 3.2177 4.6917
H -1.2258 1.8111 4.2496
H 2.7732 2.8149 1.9277
H 3.2550 2.9801 3.6112
H 1.9388 3.9643 2.9776
H 0.9694 0.3495 5.6219
H 1.8054 1.8852 5.8503
H 2.6676 0.5066 5.1635
*
```

[2]
ORCA calculation (the ωB97M-V functional and the def2-TZVPD basis) on 2 unconnected molecules or ions with the total composition Cl2H3N3 at a distorted geometry.

HOMO energy: -9.071 eV
Gap between HOMO and LUMO: 9.39 eV
E_LUMO: 0.317 eV
E: -29559.8054 eV

The geometry in ORCA input format:
```
! RIJCOSX wB97M-V def2-TZVPD def2/J DEFGRID3
* xyz 0 1
N 0.3274 -0.0429 -0.6778
N 1.2380 0.4986 -0.0415
N 2.2191 0.8750 -0.6405
Cl 3.6161 0.9650 0.3689
Cl -2.9762 1.2802 0.3091
H -2.8051 0.8796 -0.8144
H -0.5088 -0.3301 -0.1835
H 1.2288 0.4699 1.0382
*
```